ORCA calculation (ωB97M-V/def2-TZVPD) on a structure of composition C41H35ClN2PdSi2 at a distorted geometry.

Structure (XYZ):
```
82
Properties=species:S:1:pos:R:3:forces:R:3
C 4.561 1.074 -1.549 0.0 0.6 -0.4
C 3.537 0.271 -2.103 -0.3 0.7 -0.6
C 2.303 1.022 -2.051 0.3 0.3 0.0
H 3.663 -0.685 -2.610 0.0 0.2 0.3
C 2.593 2.270 -1.363 -0.2 -0.7 -0.8
C 3.999 2.281 -1.091 0.3 -0.1 -0.9
H 4.552 3.132 -0.691 -0.2 -0.4 0.1
H 5.620 0.835 -1.542 -0.3 -0.1 0.2
H 1.377 0.805 -2.580 0.3 0.1 0.0
H 1.888 3.090 -1.273 0.2 -0.1 0.0
Pd 2.180 0.592 0.076 -0.6 0.0 0.9
Si -0.330 -0.204 0.323 3.6 1.1 -1.1
C -0.249 -1.867 -0.470 -0.5 -0.8 0.1
C -0.847 -2.979 0.153 -0.1 0.3 -0.4
H -1.214 -2.895 1.180 -0.1 0.0 -0.4
C -1.024 -4.169 -0.543 0.2 -0.1 0.0
H -1.604 -4.973 -0.089 0.3 0.1 -0.1
C -0.496 -4.312 -1.827 -0.2 0.1 0.1
H -0.664 -5.236 -2.383 0.1 0.2 0.2
C 0.227 -3.266 -2.404 0.1 0.2 0.3
H 0.684 -3.387 -3.388 -0.1 0.0 0.3
C 0.360 -2.047 -1.730 -0.2 -0.1 -0.1
H 0.954 -1.243 -2.182 -0.4 -0.3 0.2
C -0.981 1.221 -0.666 -0.5 -0.2 -0.1
C -1.587 1.005 -1.915 -0.1 0.5 0.3
H -1.658 -0.003 -2.331 -0.1 0.3 0.2
C -2.082 2.095 -2.635 0.1 0.1 0.0
H -2.593 1.916 -3.580 0.2 0.1 0.1
C -1.923 3.396 -2.151 -0.1 -0.2 0.2
H -2.310 4.242 -2.719 0.1 -0.2 0.1
C -1.291 3.616 -0.920 0.0 -0.3 -0.1
H -1.164 4.627 -0.537 0.0 -0.2 -0.1
C -0.825 2.531 -0.180 -0.2 0.1 -0.2
H -0.307 2.712 0.767 -0.2 -0.1 -0.3
H 0.861 0.050 1.251 -0.4 0.0 0.5
Si -3.835 -0.670 1.404 -1.3 -0.4 1.0
C -4.870 0.687 0.659 0.0 0.7 0.1
C -6.017 0.379 -0.113 0.4 0.2 -0.1
H -6.350 -0.655 -0.216 0.3 0.2 -0.2
C -6.755 1.398 -0.728 0.2 0.1 0.4
H -7.612 1.148 -1.350 0.2 0.0 0.2
C -6.403 2.737 -0.528 0.3 -0.2 0.1
H -6.957 3.536 -1.028 0.2 -0.3 0.2
C -5.345 3.050 0.336 -0.2 0.0 0.1
H -5.104 4.092 0.546 -0.1 -0.2 -0.1
C -4.605 2.040 0.951 -0.1 -0.2 -0.3
H -3.830 2.282 1.684 -0.1 0.1 -0.5
C -4.276 -2.245 0.534 0.3 -0.5 -0.3
C -3.974 -2.456 -0.822 -0.1 -0.2 0.2
H -3.364 -1.719 -1.354 -0.2 -0.3 0.1
C -4.439 -3.597 -1.476 0.0 0.2 -0.1
H -4.158 -3.757 -2.518 -0.1 0.0 0.3
C -5.264 -4.511 -0.815 0.3 0.4 0.2
H -5.651 -5.377 -1.349 0.1 0.1 0.1
C -5.586 -4.304 0.528 0.0 0.2 0.1
H -6.244 -5.004 1.047 0.2 0.2 -0.1
C -5.084 -3.190 1.209 0.2 0.3 -0.2
H -5.336 -3.013 2.261 0.1 -0.2 -0.4
H -4.173 -0.873 2.832 0.0 0.0 -0.1
Cl -1.720 -0.207 2.051 -1.3 -0.3 -0.2
C 3.800 3.876 2.616 -1.8 0.0 -1.2
C 2.968 3.099 1.798 0.9 1.1 1.2
N 3.227 1.814 1.574 -1.3 -0.7 -0.3
C 4.348 1.226 2.054 1.2 -0.8 -0.1
C 5.252 1.964 2.873 -0.6 0.2 -0.3
C 4.933 3.301 3.171 1.1 -0.8 0.5
C 6.452 1.305 3.287 0.5 -1.0 -0.1
C 6.792 0.055 2.822 0.1 0.6 0.4
C 5.955 -0.672 1.917 0.1 -0.3 0.0
C 6.313 -1.880 1.292 -0.2 0.6 0.3
C 5.436 -2.463 0.389 -0.2 -0.3 -0.3
C 4.199 -1.852 0.124 0.5 0.7 0.9
N 3.855 -0.708 0.712 -0.6 -1.4 -0.4
C 4.693 -0.096 1.587 0.2 1.3 0.4
H 3.527 4.913 2.782 0.1 -0.1 0.0
H 2.090 3.528 1.312 0.2 -0.1 0.2
H 5.600 3.877 3.809 -0.1 -0.1 -0.1
H 7.113 1.838 3.973 -0.1 -0.2 -0.2
H 7.731 -0.411 3.124 -0.2 0.2 0.0
H 7.284 -2.325 1.513 -0.2 0.1 -0.1
H 5.674 -3.386 -0.129 0.1 0.1 0.1
H 3.499 -2.292 -0.591 0.1 0.2 0.3
```
Forces are in eV/Å.

- multiplicity = 3
- total charge = 0
- HOMO-LUMO gap (alpha / beta) (eV) = 2.47 / 5.23
- ⟨S²⟩ = 2.051